A molecular structure, C12H23N2O2P2Sc, computed with the ωB97M-V functional and the def2-TZVPD basis.

Values from the calculation:
LUMO energy (eV): -7.26
HOMO energy (eV): -13.47
Charge: +2
Orbital gap (eV): 6.22

Last column: natural (NBO) charge in e.
Cartesian coordinates (Å):
Sc 0.641 0.528 0.470  1.407
P 2.325 -1.016 1.554  0.948
C 2.248 -1.499 -0.182  -0.757
C 1.089 -1.682 -1.021  0.225
N -0.079 -0.940 -0.803  -0.669
C -1.254 -1.299 -1.336  0.225
C -1.260 -2.297 -2.290  -0.257
C -0.063 -2.870 -2.729  -0.113
C 1.142 -2.509 -2.156  -0.228
C -2.543 -0.672 -0.829  -0.764
P -2.489 1.000 -0.041  1.393
H 2.131 -2.810 -2.526  0.255
H -2.234 -2.604 -2.650  0.240
H -0.082 -3.590 -3.538  0.256
H -3.169 -0.627 -1.736  0.293
H -2.949 -1.390 -0.089  0.312
H 3.118 2.358 -1.159  0.526
H 3.198 -1.419 -0.740  0.263
H -0.292 6.188 0.411  0.480
O 2.224 2.051 -1.032  -0.960
H 1.724 2.583 -1.684  0.507
H -1.196 0.866 0.665  -0.091
O -0.093 5.643 -0.320  -0.941
H 0.850 5.434 -0.174  0.465
C -2.949 2.302 -1.162  -0.998
H -3.931 2.149 -1.618  0.319
H -2.982 3.287 -0.700  0.306
H -2.254 2.423 -1.987  0.287
C -3.479 1.094 1.453  -0.971
H -3.254 2.074 1.888  0.278
H -4.559 1.022 1.309  0.300
H -3.142 0.354 2.182  0.319
C 2.058 -2.697 2.233  -0.902
H 2.961 -3.293 2.028  0.264
H 1.877 -2.645 3.312  0.260
H 1.188 -3.159 1.734  0.264
C 4.004 -0.369 1.977  -0.916
H 3.949 -0.129 3.053  0.271
H 4.791 -1.121 1.806  0.272
H 4.230 0.557 1.416  0.250
N -1.136 -0.820 2.912  -0.364
C -0.361 -0.460 2.102  -0.251

A molecular structure, C12H23N3O3Tl, computed with the ωB97M-V functional and the def2-TZVPD basis.

Values from the calculation:
LUMO energy (eV): -2.66
HOMO energy (eV): -11.89
Charge: +1
Orbital gap (eV): 9.24

Last column: natural (NBO) charge in e.
Cartesian coordinates (Å):
Tl -1.265 -0.452 -0.217  0.874
O 1.324 1.525 0.021  -0.592
C 1.650 2.701 0.134  0.677
O -1.091 2.703 -1.086  -0.582
C -0.603 3.649 -0.504  0.906
O -1.250 4.825 -0.323  -0.464
N 0.704 3.770 0.033  -0.493
C -0.320 5.832 0.164  -0.085
C 1.010 5.163 0.360  -0.243
H -0.725 6.218 1.101  0.207
H -0.249 6.629 -0.580  0.209
H 1.376 5.242 1.386  0.217
H 1.786 5.558 -0.307  0.210
C 3.040 3.103 0.397  -0.352
C 3.994 2.162 0.499  -0.238
H 3.275 4.167 0.467  0.219
H 3.717 1.117 0.398  0.220
H 5.025 2.455 0.685  0.217
C -2.571 -2.335 1.710  -0.445
N -1.132 -2.438 1.404  -0.525
C -0.314 -2.250 2.602  -0.417
C -0.757 -3.640 0.629  -0.236
C -1.229 -3.604 -0.833  -0.243
N -0.589 -2.531 -1.617  -0.522
C 0.830 -2.781 -1.918  -0.426
C -1.331 -2.200 -2.840  -0.431
H -2.760 -1.365 2.193  0.218
H -2.910 -3.129 2.398  0.210
H -3.166 -2.380 0.785  0.203
H -0.529 -3.031 3.353  0.195
H 0.751 -2.289 2.336  0.213
H -0.528 -1.272 3.050  0.212
H 0.339 -3.727 0.665  0.214
H -1.221 -4.528 1.106  0.205
H -0.984 -4.587 -1.280  0.211
H -2.316 -3.448 -0.868  0.209
H 0.937 -3.627 -2.623  0.196
H 1.266 -1.893 -2.398  0.220
H 1.391 -3.005 -1.002  0.207
H -2.369 -1.939 -2.584  0.205
H -0.870 -1.330 -3.330  0.220
H -1.335 -3.038 -3.565  0.203

3 unconnected molecules or ions with the total composition C12H23O10P, computed with the ωB97M-V functional and the def2-TZVPD basis.

Values from the calculation:
LUMO energy (eV): 0.39
HOMO energy (eV): -9.92
Structure (SMILES): CCOP(=O)(OCC)OCC.O=C1OCCO1.O=C1OCCO1
Orbital gap (eV): 10.31

Last column: natural (NBO) charge in e.
Cartesian coordinates (Å):
C 0.384 1.194 3.648  -0.644
C 0.915 2.241 2.623  -0.062
O 0.101 2.148 1.436  -0.814
P 0.626 2.655 0.015  2.557
O 0.785 4.097 -0.046  -1.106
O 2.188 2.047 -0.219  -0.822
C 2.800 1.982 -1.468  -0.054
C 4.294 2.255 -1.254  -0.628
O -0.345 1.872 -1.093  -0.791
C -0.447 2.276 -2.428  -0.063
C -1.963 2.461 -2.678  -0.634
H 1.075 0.744 4.362  0.226
H -0.338 1.749 4.248  0.209
H 0.021 0.284 3.170  0.229
H 0.967 3.284 2.934  0.200
H 1.834 1.858 2.181  0.196
H 2.673 0.949 -1.792  0.167
H 2.367 2.584 -2.266  0.172
H 4.635 2.582 -2.236  0.210
H 4.299 3.105 -0.571  0.220
H 4.857 1.464 -0.759  0.216
H -0.017 3.269 -2.565  0.188
H 0.123 1.609 -3.075  0.181
H -2.040 2.105 -3.705  0.210
H -2.613 1.715 -2.221  0.215
H -2.273 3.489 -2.490  0.222
O 0.727 -6.492 2.165  -0.581
C 0.784 -5.926 1.088  0.971
O -0.294 -5.877 0.348  -0.497
C -0.205 -5.217 -0.894  -0.105
C 1.128 -4.506 -0.623  -0.112
O 1.767 -5.151 0.449  -0.497
H -0.204 -6.035 -1.615  0.195
H -0.929 -4.403 -0.902  0.220
H 0.927 -3.584 -0.076  0.201
H 1.598 -4.249 -1.572  0.204
O -0.626 -1.275 -0.218  -0.611
C -1.741 -0.905 0.167  0.979
O -2.084 0.391 0.569  -0.496
C -3.219 0.292 1.358  -0.096
C -3.899 -0.817 0.682  -0.098
O -2.756 -1.616 0.300  -0.466
H -2.990 -0.029 2.374  0.177
H -3.877 1.160 1.307  0.207
H -4.546 -0.463 -0.121  0.198
H -4.473 -1.313 1.464  0.205

A molecular structure, C12H24AlN4O2SSi, computed with the ωB97M-V functional and the def2-TZVPD basis.

Values from the calculation:
LUMO energy (eV): -2.62
HOMO energy (eV): -11.52
Charge: +1
Orbital gap (eV): 8.90

Last column: Mulliken charge in e.
Cartesian coordinates (Å):
Al -0.163 0.430 0.051  -0.483
C -1.715 -0.691 3.217  -1.504
C -0.255 -0.386 3.087  0.889
C 0.646 -0.568 4.114  -0.706
C 1.989 -0.242 3.911  -0.580
C 2.429 0.248 2.700  -0.726
C 1.490 0.408 1.678  0.441
N 0.177 0.108 1.912  0.192
N 1.648 0.793 0.380  0.754
Si 3.099 1.568 -0.271  -0.116
C 3.561 3.025 0.825  -1.018
C 4.451 0.279 -0.448  -1.002
C 2.557 2.232 -1.955  -1.033
H -2.204 0.076 3.820  0.286
H -1.862 -1.645 3.720  0.479
H -2.185 -0.738 2.236  0.228
H 0.309 -0.966 5.060  0.498
H 2.695 -0.396 4.717  0.445
H 3.470 0.482 2.530  0.379
H 4.037 2.729 1.760  0.349
H 2.673 3.612 1.072  0.312
H 4.255 3.685 0.301  0.422
H 4.740 -0.144 0.516  0.330
H 5.348 0.706 -0.902  0.381
H 4.120 -0.547 -1.081  0.313
H 1.530 2.605 -1.911  0.249
H 2.639 1.484 -2.749  0.287
H 3.188 3.072 -2.250  0.465
N 0.151 0.050 -2.079  -0.077
N -1.029 -0.605 -2.476  -0.407
C -1.851 -1.095 -1.452  0.427
O -2.785 -1.807 -1.680  -0.595
O -1.468 -0.651 -0.265  -0.262
H 0.309 0.863 -2.664  0.332
H 0.973 -0.544 -2.165  0.325
H -1.032 -1.122 -3.343  0.259
C -2.905 2.116 -0.783  -0.960
S -1.249 2.579 -0.203  0.206
C -1.625 2.929 1.535  -0.804
H -3.359 1.423 -0.079  0.296
H -2.818 1.637 -1.756  0.341
H -3.496 3.023 -0.873  0.447
H -2.273 3.801 1.570  0.460
H -0.692 3.145 2.053  0.324
H -2.113 2.069 1.987  0.153

2 unconnected molecules or ions with the total composition C12H24BBrNO6, computed with the ωB97M-V functional and the def2-TZVPD basis.

Values from the calculation:
LUMO energy (eV): 2.62
HOMO energy (eV): -4.35
Charge: -1
Orbital gap (eV): 6.97

Last column: natural (NBO) charge in e.
Cartesian coordinates (Å):
C 2.049 -2.635 0.479  -0.243
O 1.755 -1.773 -0.602  -0.573
C 0.367 -1.554 -0.798  -0.063
C 0.153 -0.304 -1.646  -0.093
C -1.306 -0.088 -2.104  -0.391
C -2.147 -1.346 -2.375  -0.432
C -2.806 -1.889 -1.114  -0.404
Br -4.168 -3.214 -1.537  -0.062
C 1.130 -0.206 -2.844  -0.211
N 2.389 0.320 -2.305  -0.652
C 2.141 0.947 -1.079  0.688
O 3.002 1.427 -0.395  -0.572
C 0.633 0.899 -0.809  -0.039
O 0.007 2.094 -1.262  -0.764
B -0.139 3.067 -0.255  1.331
O -1.326 3.168 0.386  -1.010
O 0.952 3.858 0.123  -0.949
H 2.819 -3.344 0.160  0.173
H 2.421 -2.062 1.334  0.193
H 1.171 -3.217 0.779  0.169
H -0.073 -2.449 -1.264  0.159
H -0.134 -1.405 0.169  0.199
H -1.827 0.534 -1.372  0.249
H -1.285 0.490 -3.029  0.217
H -2.942 -1.133 -3.094  0.213
H -1.535 -2.140 -2.820  0.196
H -3.270 -1.094 -0.532  0.231
H -2.112 -2.404 -0.454  0.214
H 1.240 -1.182 -3.324  0.190
H 0.752 0.531 -3.556  0.194
H 3.113 -0.380 -2.234  0.392
H 0.374 0.737 0.247  0.266
H -1.338 2.386 1.080  0.521
H 1.107 4.624 -0.435  0.485
C 1.029 0.584 2.783  -0.639
C -0.319 1.307 2.961  0.123
C -1.065 0.644 4.135  -0.622
O -1.073 1.249 1.822  -0.924
H 0.848 -0.470 2.533  0.174
H 1.611 1.042 1.980  0.218
H 1.639 0.618 3.695  0.182
H -0.069 2.337 3.302  0.113
H -1.269 -0.404 3.897  0.184
H -2.015 1.152 4.312  0.198
H -0.484 0.678 5.067  0.172

- Which of these has the highest orbital gap?
  C12H23O10P

- Look up the orbital gap of the second one.
  9.24 eV

Repeat the third record exactly.
3 unconnected molecules or ions with the total composition C12H23O10P, computed with the ωB97M-V functional and the def2-TZVPD basis.

Values from the calculation:
LUMO energy (eV): 0.39
HOMO energy (eV): -9.92
Structure (SMILES): CCOP(=O)(OCC)OCC.O=C1OCCO1.O=C1OCCO1
Orbital gap (eV): 10.31

Last column: natural (NBO) charge in e.
Cartesian coordinates (Å):
C 0.384 1.194 3.648  -0.644
C 0.915 2.241 2.623  -0.062
O 0.101 2.148 1.436  -0.814
P 0.626 2.655 0.015  2.557
O 0.785 4.097 -0.046  -1.106
O 2.188 2.047 -0.219  -0.822
C 2.800 1.982 -1.468  -0.054
C 4.294 2.255 -1.254  -0.628
O -0.345 1.872 -1.093  -0.791
C -0.447 2.276 -2.428  -0.063
C -1.963 2.461 -2.678  -0.634
H 1.075 0.744 4.362  0.226
H -0.338 1.749 4.248  0.209
H 0.021 0.284 3.170  0.229
H 0.967 3.284 2.934  0.200
H 1.834 1.858 2.181  0.196
H 2.673 0.949 -1.792  0.167
H 2.367 2.584 -2.266  0.172
H 4.635 2.582 -2.236  0.210
H 4.299 3.105 -0.571  0.220
H 4.857 1.464 -0.759  0.216
H -0.017 3.269 -2.565  0.188
H 0.123 1.609 -3.075  0.181
H -2.040 2.105 -3.705  0.210
H -2.613 1.715 -2.221  0.215
H -2.273 3.489 -2.490  0.222
O 0.727 -6.492 2.165  -0.581
C 0.784 -5.926 1.088  0.971
O -0.294 -5.877 0.348  -0.497
C -0.205 -5.217 -0.894  -0.105
C 1.128 -4.506 -0.623  -0.112
O 1.767 -5.151 0.449  -0.497
H -0.204 -6.035 -1.615  0.195
H -0.929 -4.403 -0.902  0.220
H 0.927 -3.584 -0.076  0.201
H 1.598 -4.249 -1.572  0.204
O -0.626 -1.275 -0.218  -0.611
C -1.741 -0.905 0.167  0.979
O -2.084 0.391 0.569  -0.496
C -3.219 0.292 1.358  -0.096
C -3.899 -0.817 0.682  -0.098
O -2.756 -1.616 0.300  -0.466
H -2.990 -0.029 2.374  0.177
H -3.877 1.160 1.307  0.207
H -4.546 -0.463 -0.121  0.198
H -4.473 -1.313 1.464  0.205